{"formula": "C32H42BF7N2O27", "method": "ωB97M-V/def2-TZVPD", "smiles": "CCB(O)[C@]1(N)OC(=O)[C@@H](CCOC=O)[C@@]1(N)COC.O=C1OC[C@@H](F)O1.O=C1OC[C@@H](F)O1.O=C1OC[C@@H](F)O1.O=C1OC[C@@H](F)O1.O=C1OC[C@@H](F)O1.O=C1OC[C@@H](F)O1.O=C1OC[C@@H](F)O1", "e_tot_ha": -4109.2903, "gap_ev": 9.31, "multiplicity": 1, "homo_ev": -9.28, "species": ["H", "H", "H", "H", "H", "H", "C", "C", "H", "C", "O", "C", "C", "H", "H", "F", "O", "H", "C", "O", "F", "C", "H", "O", "C", "H", "O", "O", "H", "H", "N", "H", "N", "H", "C", "F", "H", "C", "C", "O", "O", "H", "F", "C", "C", "H", "O", "O", "C", "C", "H", "O", "O", "C", "H", "O", "O", "H", "C", "H", "O", "H", "H", "H", "H", "H", "H", "O", "H", "O", "O", "C", "C", "H", "O", "H", "H", "C", "O", "H", "C", "C", "F", "H", "H", "C", "O", "B", "F", "F", "H", "C", "C", "C", "H", "C", "H", "H", "H", "C", "C", "O", "O", "C", "H", "O", "C", "O", "C", "O", "O"], "xyz": [[3.914, -1.025, 1.303], [-2.604, 3.665, -4.646], [-1.391, 0.127, 0.989], [-2.512, 4.018, -7.040], [-2.743, -1.080, 4.252], [-2.053, -0.997, -3.517], [-4.632, -2.161, 4.099], [-8.759, -6.392, -4.425], [-8.195, -7.327, -4.477], [8.127, 2.232, -3.773], [-4.469, 3.426, -7.254], [-0.868, 1.160, 1.277], [-5.157, 4.188, -6.358], [-6.870, -5.312, -4.273], [-3.774, 2.335, -4.800], [-2.970, -1.913, -1.398], [2.637, -2.757, 5.063], [6.923, 1.070, 0.910], [-3.768, -0.966, 3.883], [-3.111, 2.469, -2.105], [9.420, 1.837, -3.757], [-8.301, -1.496, -1.547], [7.796, 2.465, -2.755], [-3.190, 0.714, -3.570], [6.020, -1.134, 2.217], [0.150, 0.703, -0.730], [-6.894, -1.521, -1.478], [-7.685, -1.028, 0.582], [-3.713, -1.217, -4.118], [3.567, 1.305, 5.176], [2.604, 1.113, 4.786], [10.824, 0.311, 4.052], [1.277, -0.946, 1.606], [6.845, 0.495, -3.794], [3.718, 3.113, 0.620], [-7.878, -4.844, -5.946], [2.549, 2.767, 2.641], [-3.196, 3.242, -6.678], [-3.465, 3.301, -5.213], [1.089, -1.082, 3.919], [6.433, -1.166, 0.775], [4.347, 2.299, 3.121], [10.597, -1.685, 4.056], [4.411, -1.453, 2.294], [8.179, 0.481, 4.734], [-1.724, 1.949, 1.526], [-9.262, -6.175, -3.123], [-8.549, -4.181, -3.915], [2.423, -1.672, 4.274], [2.731, 0.592, 3.341], [-0.726, 2.380, -0.765], [-4.544, 4.211, -5.135], [-5.135, -1.944, 5.402], [-6.603, -1.438, -0.149], [-4.069, -3.096, 4.048], [3.654, 1.710, 1.150], [8.867, -0.281, 3.838], [-0.076, 2.843, 3.456], [-5.060, -0.596, 5.626], [2.155, 2.078, 4.769], [5.888, 0.475, -0.980], [-9.683, -0.979, 0.028], [-9.593, -6.445, -5.133], [0.921, 2.240, 0.164], [1.601, -0.410, 0.768], [4.526, -0.414, 4.238], [6.309, -0.106, 2.739], [7.145, 1.075, 4.476], [6.611, -2.042, 2.716], [8.792, 0.504, 5.956], [6.265, 2.040, -5.051], [-9.186, -4.827, -2.899], [-8.695, -0.700, -0.350], [-5.466, -2.214, 3.392], [8.023, 3.382, -4.580], [2.655, 3.546, 0.359], [-8.682, 0.379, -0.536], [9.871, -0.406, 5.879], [-5.503, -0.041, 6.618], [0.325, -1.358, 1.471], [-0.074, 1.668, -0.065], [1.300, -0.044, 2.857], [-3.751, -0.613, 2.578], [10.732, -0.041, 6.446], [4.154, 3.835, 1.464], [6.793, 3.297, -5.162], [-5.514, -1.704, 0.331], [0.062, 1.018, 2.627], [-8.660, -0.862, -2.687], [-2.739, 2.022, -7.036], [-4.670, -0.970, -1.907], [-3.095, -0.685, -3.389], [3.631, -0.761, 3.560], [3.363, 1.898, 2.580], [7.811, 0.704, -5.273], [-3.151, 1.269, -2.320], [9.562, -1.372, 6.292], [4.437, 3.110, -0.308], [-8.689, -2.520, -1.553], [10.140, -0.464, 4.414], [-3.583, -0.864, -1.992], [6.229, 4.230, -5.709], [-6.191, 4.782, -6.616], [6.428, 0.226, 0.243], [4.157, -2.618, 2.281], [-3.170, 0.317, -1.344], [-7.895, -5.197, -4.641], [-4.422, 0.050, 4.609], [7.274, 1.232, -4.478], [-0.272, 1.915, 3.782], [-9.630, -4.273, -1.907]], "atomic_forces_ev_per_a": [[1.21, -0.93, 2.08], [-0.29, 0.04, 0.00], [0.99, 2.24, 0.79], [0.02, -0.21, -0.11], [-0.01, 0.10, -0.15], [-0.11, -0.04, 0.23], [-0.14, -1.23, -0.43], [-0.09, -1.24, -0.44], [-0.15, 0.14, 0.21], [0.70, -0.02, 0.24], [-0.04, 0.63, 0.51], [-0.77, 0.49, -0.53], [-2.83, 1.62, -0.18], [-0.04, 0.11, -0.17], [0.15, 0.24, -0.41], [-0.03, -0.13, 0.09], [-2.08, 7.46, -5.48], [-1.10, -1.89, -1.18], [0.28, 0.41, -0.75], [0.00, -2.73, -0.62], [0.31, 0.01, 0.20], [-0.63, -0.11, -0.78], [0.18, -0.06, -0.05], [-0.03, 0.49, 0.96], [-0.26, -1.06, 0.93], [-0.15, 2.22, 1.42], [0.27, -0.12, 0.92], [1.17, -0.54, -0.46], [0.05, 0.28, 0.05], [-1.28, -0.54, -0.82], [0.18, 1.30, -0.95], [-0.01, -0.19, -0.09], [1.21, 1.28, 0.20], [-0.11, 0.22, -0.11], [0.71, 0.38, -0.03], [0.21, 0.09, -0.09], [1.49, -1.78, 0.20], [0.25, -0.43, -0.36], [0.61, -0.22, 1.05], [3.39, -0.66, 0.57], [-0.55, 4.69, 0.22], [-2.07, -1.06, -0.92], [0.16, -0.01, -0.18], [-1.41, 0.02, -1.20], [-2.35, 1.33, -0.07], [1.73, -1.82, -0.52], [0.04, 1.25, 0.52], [-0.15, -0.56, 0.87], [1.03, -3.74, 2.85], [1.46, 0.31, 0.27], [1.24, -1.56, 1.78], [-0.63, 0.26, -1.06], [0.07, 1.01, 0.42], [2.33, -0.39, 1.69], [-0.13, 0.14, 0.20], [-0.42, 2.65, 1.11], [-0.26, 0.81, 0.58], [-0.96, -1.34, 0.59], [-1.40, 1.28, 2.70], [0.41, -1.78, 0.01], [3.98, -1.59, 8.13], [0.27, -0.04, 0.08], [0.20, 0.21, -0.05], [-1.80, -1.24, -0.41], [-0.72, -0.68, 0.91], [-2.14, -1.10, -0.49], [-0.66, -2.22, -1.20], [2.19, -1.29, 0.58], [-1.18, 2.21, -1.03], [-0.73, 0.25, -1.12], [0.25, 1.13, -0.09], [-1.27, 0.81, 2.18], [-1.09, 0.58, 0.45], [0.22, 0.22, -0.09], [-0.85, -0.15, 0.01], [1.97, -1.08, 0.38], [0.04, -0.14, -0.20], [0.65, -0.20, 1.13], [1.00, -1.36, -2.42], [1.21, 0.88, 0.18], [-0.11, -0.36, -1.12], [-0.20, -1.63, -0.25], [0.27, 0.13, -0.16], [-0.27, 0.09, -0.05], [-0.70, -1.56, -1.88], [-1.73, 2.23, -1.68], [-2.45, 0.62, -1.14], [-1.28, 1.35, 2.12], [-0.05, 0.00, -0.31], [0.25, -0.21, -0.24], [0.30, -0.11, 0.09], [0.14, -0.79, -1.09], [0.06, 0.83, 0.04], [-0.61, -0.21, -0.22], [0.18, 0.19, 0.15], [0.25, 2.88, 0.68], [0.09, 0.00, -0.27], [-1.61, -0.02, 1.81], [0.06, 0.31, -0.15], [0.52, -0.71, -0.47], [-0.09, -0.82, 0.64], [1.37, -2.27, 1.28], [2.44, -1.48, 0.62], [-2.96, -0.90, -5.65], [0.87, 2.56, 0.12], [-0.25, 0.71, -0.86], [0.32, 0.34, -0.86], [-0.07, -0.64, 0.67], [-0.36, -1.31, 0.15], [1.82, -0.19, -3.01], [0.87, -1.37, -2.20]], "mulliken_charge": [0.060, 0.328, -0.049, 0.271, 0.268, 0.278, -0.232, -0.452, 0.273, 0.433, -0.306, 0.082, 0.609, 0.308, 0.052, -0.322, -0.637, 0.254, 0.284, -0.574, -0.290, 0.693, 0.229, -0.361, 0.000, 0.194, -0.366, -0.288, 0.368, 0.323, -0.720, 0.281, -0.648, 0.201, -0.671, -0.277, 0.404, 0.316, -0.030, -0.366, -0.357, 0.165, -0.279, -0.367, 0.656, 0.224, -0.308, -0.248, -0.045, 0.558, 0.206, -0.341, -0.313, 0.649, 0.300, -0.099, -0.226, 0.322, 0.586, 0.358, -0.552, 0.310, 0.286, -0.151, 0.207, 0.618, -0.084, -0.524, 0.254, -0.318, -0.303, 0.681, -0.527, 0.155, -0.310, 0.213, 0.292, -0.454, -0.551, 0.283, -0.416, 0.555, -0.220, 0.276, 0.339, 0.637, -0.464, 0.163, -0.324, -0.281, -0.044, -0.552, 0.069, -0.833, 0.282, 0.535, 0.286, 0.121, 0.064, 0.296, 0.688, -0.537, -0.547, 0.322, 0.340, -0.038, 0.295, -0.281, -0.338, -0.672, -0.609]}